Density functional theory data (wB97M-V/def2-TZVPD) for a molecular structure, C40H32ClN9NaO4STe in a non-equilibrium geometry.

The geometry in XYZ format:
```
89
Properties=species:S:1:pos:R:3:forces:R:3:lowdin_charge:R:1
Te -0.701039 -1.911681 -0.530916 -0.2 -1.0 -0.4 1.533
Cl 2.245460 3.538605 4.912080 0.0 0.0 -0.1 0.794
S 0.439688 2.956506 -2.205056 -0.1 -0.4 -0.1 0.526
Na -0.707617 1.184310 -0.206572 0.5 0.5 -0.7 -0.008
O -1.198683 0.580532 5.791868 0.1 0.2 0.2 0.100
O -1.522584 0.069363 1.411391 -0.2 -0.2 0.7 -0.178
O 0.277728 2.021274 6.588592 0.1 0.0 -0.1 0.040
O -2.019447 -0.171430 3.578715 0.2 0.0 -0.3 0.013
N -2.835410 2.443950 0.432633 0.0 0.2 0.3 0.126
N 0.798534 1.580701 -4.461409 -0.1 0.1 0.0 0.024
N 1.931213 -0.806346 1.290808 -0.3 0.0 0.2 0.119
N 1.700509 0.545354 -2.682705 -0.4 0.2 -0.1 -0.052
N 0.376905 1.889724 1.966443 0.1 0.4 0.7 0.177
N -2.766685 0.623280 -1.732802 0.1 -0.2 -0.3 0.130
N 1.700679 0.311983 -1.336091 0.1 0.4 0.0 -0.030
N 1.243013 2.753113 2.555377 0.2 0.1 -0.3 -0.050
N -4.374677 0.715995 -0.001663 0.4 0.1 0.0 0.136
C 2.767517 -0.255458 -0.936309 0.2 -0.5 0.6 -0.155
C 1.010494 1.595143 -3.090683 0.3 -0.1 0.1 -0.956
C 0.192836 1.768451 4.236266 -0.2 -0.2 0.1 -0.053
C -1.159657 -2.701469 -2.460520 -0.1 -0.1 0.0 -0.509
C -2.456958 -4.184279 -3.867632 0.1 0.1 0.0 -0.101
C 1.170395 2.676399 3.907051 0.2 0.2 -0.2 -0.579
C 2.755390 -4.585580 -1.055728 -0.1 0.0 0.1 -0.093
C 3.466250 3.858696 -0.181641 0.0 0.0 0.0 -0.079
C 2.202257 4.956353 2.038806 0.0 0.1 0.0 -0.053
C -3.330603 -0.399742 -3.836201 0.0 0.0 0.0 -0.077
C -2.334212 3.337031 1.294904 -0.1 0.1 -0.3 -0.138
C -3.965401 0.286999 -1.266935 0.1 0.4 0.2 -0.293
C -2.473911 0.292008 -3.005137 0.0 0.2 0.3 -0.124
C 2.075830 3.605027 1.746055 -0.3 -0.2 0.2 -0.193
C 1.816366 -3.572447 -1.210353 0.0 0.0 0.0 -0.136
C 3.633661 5.203126 0.114121 0.0 0.0 0.0 -0.090
C -3.820843 1.666041 0.861230 0.0 -0.1 -0.3 -0.304
C 2.943249 -0.824968 0.425392 0.1 0.2 -0.4 -0.287
C 2.689283 3.054766 0.640146 0.1 -0.1 -0.1 -0.025
C -4.877508 -0.465969 -2.015029 -0.1 -0.1 -0.1 -0.021
C -2.783862 3.513965 2.587058 0.0 0.0 0.0 -0.074
C 1.619978 -5.340928 0.923935 0.0 0.1 -0.1 -0.100
C -1.356829 0.307115 2.617095 -0.1 0.0 0.3 -0.570
C 2.660202 -5.472208 0.011486 -0.1 0.1 0.0 -0.107
C 4.343967 -1.976454 2.000663 0.1 0.0 -0.2 -0.075
C 0.755574 -3.447345 -0.312546 0.2 0.0 0.2 -0.496
C -0.264574 1.307620 2.967149 -0.1 -0.2 -0.1 -0.136
C -4.547488 -0.809427 -3.307421 -0.1 0.0 0.0 -0.077
C 2.108533 -1.358233 2.491138 -0.1 0.1 -0.2 -0.124
C -0.725016 -2.822294 -4.833910 -0.1 0.0 0.1 -0.095
C -1.733040 -3.769742 -4.981502 0.0 0.0 0.1 -0.106
C -0.237848 1.464576 5.642997 0.0 -0.1 0.0 -0.524
C -0.441255 -2.285666 -3.581278 0.0 0.0 0.0 -0.152
C 0.669685 -4.334524 0.761817 0.1 0.0 -0.1 -0.144
C 3.290483 -1.957674 2.898553 -0.1 0.0 0.0 -0.066
C -3.836577 2.709217 3.008642 0.0 -0.1 0.1 -0.068
C -4.368383 1.780312 2.144287 -0.1 -0.1 0.1 -0.018
C 2.995426 5.750054 1.222999 0.0 0.0 0.0 -0.086
C -2.169145 -3.653780 -2.612354 0.1 0.1 -0.2 -0.140
C 4.169931 -1.405743 0.750990 0.2 0.0 0.0 -0.034
H 1.255250 -1.318781 3.163688 0.0 0.0 0.0 0.113
H 0.654675 2.488845 -4.867017 0.0 0.0 0.0 0.053
H -1.952870 -4.183793 -5.959040 0.0 0.0 0.0 0.093
H 1.679512 5.385823 2.882840 0.0 0.0 0.0 0.094
H -5.163602 1.114009 2.460288 0.1 0.0 0.0 0.113
H 1.911443 -2.873878 -2.035426 0.0 0.0 0.0 0.092
H 5.289141 -2.434488 2.269001 0.0 0.0 0.0 0.101
H -3.245522 -4.922051 -3.975396 0.0 0.0 0.0 0.095
H -1.523343 3.945961 0.902785 0.0 0.0 0.0 0.113
H 4.235734 5.832871 -0.532202 0.0 0.0 0.1 0.099
H -5.147440 0.206901 0.383410 -0.1 -0.1 0.0 0.129
H -5.240047 -1.387955 -3.905540 0.0 0.0 0.0 0.104
H -4.215583 2.786022 4.021136 0.0 0.0 0.0 0.111
H -0.162547 -2.490729 -5.699786 0.0 0.0 0.0 0.098
H -1.556471 0.266761 4.880212 -0.1 -0.2 -0.2 0.030
H -2.734188 -3.973789 -1.746094 0.0 0.0 0.0 0.088
H 1.406394 0.956473 -4.969887 0.0 0.0 0.0 0.074
H 3.570155 -4.674501 -1.765624 0.0 0.0 0.0 0.098
H 4.969342 -1.406043 0.017193 0.0 0.0 0.1 0.107
H 1.542586 -6.024234 1.763593 0.0 0.0 -0.1 0.096
H -1.496521 0.606170 -3.364512 -0.1 0.0 0.1 0.089
H 3.913095 3.428383 -1.071416 0.0 0.0 0.1 0.108
H -0.144247 -4.238618 1.471081 0.0 0.0 0.0 0.090
H 2.520739 2.013860 0.408656 0.0 0.0 0.0 0.082
H 3.584255 -0.400877 -1.643952 0.1 -0.1 0.0 0.111
H -2.318717 4.235344 3.245667 0.0 0.0 0.0 0.103
H 3.098225 6.804923 1.446144 0.0 0.0 0.0 0.098
H 3.374392 -2.395638 3.885954 0.0 0.0 -0.1 0.100
H 0.324488 -1.518548 -3.476789 -0.1 -0.1 0.0 0.076
H -5.834231 -0.746246 -1.585741 0.1 0.0 0.0 0.106
H 3.393721 -6.260741 0.131586 0.0 0.0 0.0 0.093
H -3.029603 -0.655638 -4.843108 0.0 0.0 0.0 0.103
```
Forces are in eV/Å.

Max |F|: 1.1 eV Å⁻¹
ΔE to the lowest compared entry with this formula, charge and spin: 0.000 eV
HOMO: -4.7 eV
Molar mass: 920.9 g/mol
Total charge: -1
LUMO energy: 0.0736 hartree
Kohn-Sham gap: 6.70 eV


Density functional theory data (wB97M-V/def2-TZVPD) for a molecular structure, C40H32F9GdOP2 in a non-equilibrium geometry.

The geometry in XYZ format:
```
85
Properties=species:S:1:pos:R:3:forces:R:3:lowdin_charge:R:1
Gd 0.308746 -0.993415 1.597719 1.0 -1.4 1.2 1.347
P 0.777901 -1.840623 -1.389068 0.5 -0.8 -1.7 1.051
P -0.210279 2.151229 0.719986 0.6 0.4 -1.0 1.056
F -3.249755 -4.064269 3.598514 0.7 0.7 -1.1 0.183
F -3.030296 -3.886661 1.407493 0.3 0.3 1.4 0.149
F -0.474626 -1.894488 4.030697 -1.5 0.5 0.0 0.023
F -2.446903 -1.968252 5.072519 0.8 0.6 -1.0 0.212
F -3.765934 0.016015 2.579312 -0.2 -0.7 -0.1 0.136
F -4.845661 -1.751107 3.257798 1.1 0.1 -0.4 0.187
F -1.249442 -3.990841 2.700530 -1.0 0.4 -0.1 0.135
F -4.245170 -1.583333 1.175433 0.1 0.2 0.7 0.169
F -1.762384 -0.112056 4.083763 0.1 -1.7 -0.1 0.127
O -1.723702 -1.493703 1.535760 -0.6 -0.6 1.7 -0.345
C 5.098156 -0.275225 -1.084729 -0.5 -0.2 0.2 -0.041
C 4.382538 -0.729495 0.037417 -0.4 -0.2 0.2 -0.065
C -1.822017 -1.484797 3.994065 0.1 0.6 0.8 -0.454
C 3.501553 3.188313 -0.558958 0.1 0.4 0.2 -0.060
C -2.472963 -1.952199 2.645501 1.0 0.4 -0.7 -0.269
C 0.490182 -2.143739 -4.215135 0.2 -0.1 0.3 -0.079
C 1.554507 -4.472126 -0.740846 0.2 0.3 0.4 -0.067
C 0.989818 2.229486 4.594533 0.2 -0.1 0.3 -0.055
C 0.515802 -3.526048 -0.843011 0.0 -0.9 -0.6 -0.372
C -1.046320 -5.243684 -0.147287 -0.4 -0.3 -0.3 -0.072
C 1.285792 -5.726666 -0.188993 0.1 -0.4 -0.2 -0.052
C -4.189497 3.873172 -0.772414 0.3 -0.3 0.2 -0.035
C -1.060746 -0.638780 -3.125091 0.2 0.1 0.0 -0.085
C 0.700488 3.551092 4.948444 -0.3 0.0 -0.3 -0.026
C 3.119019 -1.332828 -0.115379 0.7 -0.2 -0.1 -0.160
C 0.945794 2.876982 -1.703773 0.6 -0.9 0.6 -0.078
C -1.773933 4.091259 -0.585498 -0.1 0.0 -0.2 -0.082
C -2.906307 2.202195 0.405546 0.3 -0.1 -0.1 -0.069
C 3.244709 -0.970748 -2.556542 0.6 -0.2 0.9 -0.036
C -4.131918 2.699986 -0.013772 -0.2 0.2 0.0 -0.043
C -3.854799 -1.334690 2.439807 -1.8 0.7 -0.3 -0.514
C -2.521148 -3.495346 2.607702 -0.2 -1.4 -0.2 -0.478
C -0.133354 3.973668 2.717415 -0.1 -0.5 0.2 -0.044
C -1.608113 -0.293403 -4.368519 0.2 -0.4 -0.1 -0.056
C 0.198759 2.649475 2.356058 0.0 0.3 1.1 -0.366
C 2.054842 3.063500 -2.501893 0.0 1.1 0.2 -0.057
C -3.006307 4.566680 -1.050864 0.0 -0.1 0.2 -0.044
C -0.038620 -1.786139 -5.464416 -0.1 0.3 0.5 -0.048
C -1.108528 -0.879240 -5.540029 0.4 0.2 0.3 -0.043
C 3.308418 3.329729 -1.930752 0.3 -0.2 -0.5 -0.048
C 2.400932 2.884126 0.244176 0.4 -0.4 0.0 -0.072
C -0.804659 -3.973018 -0.658625 0.0 0.3 0.5 -0.089
C -0.013058 -6.141309 0.110886 0.1 0.7 0.0 -0.030
C 0.013303 -1.545790 -3.017531 -0.5 0.3 -0.7 -0.316
C 1.157544 2.632679 -0.334356 -0.3 1.0 0.1 -0.332
C 0.799227 1.785071 3.291693 -0.2 0.2 0.1 -0.139
C 4.568170 -0.514175 -2.375633 -0.3 0.1 1.1 -0.034
C -1.702235 2.857173 0.097381 -1.3 0.7 0.0 -0.347
C 2.534412 -1.381155 -1.407753 -0.3 -0.1 0.4 -0.338
C 0.148232 4.431791 4.001686 0.1 -0.3 0.3 -0.029
H -1.635610 -3.307075 -0.894033 0.1 -0.2 0.2 0.120
H -0.672818 4.604804 2.003930 0.3 -0.1 0.3 0.118
H 0.181067 -0.817328 -0.443739 -0.4 0.4 -1.1 -0.097
H -2.869467 1.291321 0.988595 -0.1 -0.1 0.0 0.084
H 1.895346 3.212348 -3.554492 0.1 0.1 -0.3 0.112
H 6.063199 0.250746 -0.917969 -0.7 -0.7 -0.4 0.131
H 5.229769 -0.342506 -3.200802 -0.1 0.3 -0.5 0.110
H 2.087612 -6.434076 -0.007761 0.1 0.2 -0.2 0.117
H 4.797458 -0.673494 1.056718 -0.1 0.1 -0.7 0.122
H -3.066154 5.499029 -1.615629 0.2 -0.3 0.2 0.121
H 0.868132 3.886485 5.975122 0.0 -0.1 -0.4 0.126
H -1.508597 -0.586162 -6.517063 0.1 -0.2 0.4 0.123
H -0.879571 4.688871 -0.759617 -0.2 -0.2 0.0 0.117
H 2.805670 -1.078537 -3.554168 0.2 0.2 0.5 0.107
H 4.472729 3.384333 -0.074884 -0.6 0.0 -0.4 0.125
H 4.097976 3.729426 -2.594207 -0.3 -0.6 0.6 0.129
H -5.050746 2.180578 0.267040 0.3 0.1 -0.1 0.124
H 1.129174 0.744407 3.068285 -0.2 1.1 0.2 0.024
H 2.510701 2.909046 1.330741 0.0 -0.3 -0.3 0.110
H 2.683731 -1.904008 0.762075 0.4 0.8 -1.1 0.067
H 2.559330 -4.218280 -1.104527 -0.3 -0.1 0.5 0.119
H 1.357101 1.513204 5.340707 0.0 0.5 -0.3 0.127
H -0.094110 5.459419 4.286478 0.1 -0.4 -0.1 0.126
H -0.185292 0.639544 0.463609 -0.4 0.9 -0.5 -0.093
H -2.411155 0.445985 -4.436008 0.2 -0.4 0.1 0.117
H 0.428888 -2.146267 -6.383434 -0.3 -0.2 0.4 0.121
H -0.057620 2.965791 -2.083094 -0.1 -0.5 -0.3 0.098
H -2.069117 -5.565217 0.033477 0.2 0.1 -0.1 0.117
H -0.236104 -7.135576 0.520155 0.3 0.5 -0.2 0.131
H 1.292392 -2.895162 -4.165055 -0.3 0.4 -0.1 0.121
H -5.154438 4.245445 -1.124473 0.4 -0.1 0.1 0.124
H -1.469647 -0.181367 -2.226944 0.1 0.0 -0.1 0.096
```
Forces are in eV/Å.

Max |F|: 2.0 eV Å⁻¹
HOMO (alpha / beta): -11.2 / -11.8 eV
Molar mass: 918.9 g/mol
Expectation value of S²: 16.74
2S+1: 8
Total charge: +2
LUMO energy (alpha / beta): -0.2055 / -0.2151 hartree
Kohn-Sham gap (alpha / beta): 5.64 / 5.93 eV